{"formula": "H4NPS", "method": "ωB97M-V/def2-TZVPD", "energy_ha": -796.572591, "de_lowest_kcal_mol": 73.0, "elements": ["N", "P", "S", "H", "H", "H", "H"], "positions_angstrom": [[-0.466, 1.194, -0.327], [0.907, -1.989, 0.711], [-1.210, 0.757, 1.203], [-1.039, 1.571, -1.073], [0.376, 1.712, -0.208], [0.074, -2.523, -0.391], [1.359, -0.721, 0.085]], "forces_ev_per_a": [[-1.430, -0.477, 2.112], [-0.273, 0.533, -0.732], [1.157, 0.420, -2.539], [-0.255, -0.257, 0.263], [0.612, 0.261, 0.071], [0.740, 0.796, 0.640], [-0.551, -1.276, 0.186]]}